C4H8N2O | ωB97M-V/def2-TZVPD

Geometry as XYZ:
```
15
C4H8N2O ωB97M-V/def2-TZVPD
C 2.2591 -0.4547 0.2531
N 1.2320 0.5644 0.4514
C -1.2536 -0.7128 0.6708
N -1.0539 -1.7787 1.0751
C -1.5332 0.6466 0.1274
O -1.5634 1.6006 0.8639
C -1.8568 0.6622 -1.3387
H 2.6744 -0.3536 -0.7541
H 1.7957 -1.4445 0.3275
H 3.0915 -0.4122 0.9716
H 1.6124 1.4928 0.2937
H 0.9221 0.5532 1.4198
H -2.8642 0.2474 -1.4677
H -1.8396 1.6882 -1.7096
H -1.1590 0.0329 -1.8974
```

## Properties
LUMO energy ... 0.00704 hartree
Energy relative to the best compared isomer or geometry (same formula, charge and spin) ... 1.9851 eV
Highest occupied orbital energy ... -9.73 eV
DFT total energy ... -341.930692 a.u.
Spin multiplicity ... 1
SMILES ... CC(=O)C#N.CN
Frontier orbital gap ... 9.9 eV

C24H34N6O2 | ωB97M-V/def2-TZVPD

Geometry as XYZ:
```
66
C24H34N6O2 ωB97M-V/def2-TZVPD
C -2.8873 -1.1814 -3.1505
C -2.6043 0.0864 -2.3530
H -3.1727 0.9169 -2.7774
H -1.5455 0.3220 -2.4362
C -3.0105 -0.0291 -0.8783
N -2.2191 -0.9908 -0.0924
C -0.8887 -0.8335 -0.0005
O -0.2484 -0.0394 -0.6705
C -0.1172 -1.6802 1.0377
N 1.1896 -1.1158 1.1580
N 1.4360 -0.0577 1.8897
N 2.6729 0.2367 1.7240
C 3.1787 -0.6724 0.8612
N 2.2382 -1.5415 0.4962
C 4.5539 -0.6912 0.4155
C 5.4448 0.2766 0.8742
C 6.7574 0.2608 0.4494
C 7.2111 -0.7118 -0.4361
C 6.3141 -1.6731 -0.8890
C 4.9982 -1.6680 -0.4718
H 4.3011 -2.4119 -0.8260
H 6.6533 -2.4332 -1.5786
C 8.6439 -0.7331 -0.8726
H 8.7533 -1.2430 -1.8268
H 9.0361 0.2774 -0.9634
H 9.2487 -1.2620 -0.1349
H 7.4448 1.0142 0.8070
H 5.0887 1.0303 1.5592
H -0.5919 -1.6164 2.0188
H -0.0121 -2.7156 0.7075
C -2.9640 -1.9852 0.6696
H -2.2432 -2.5816 1.2257
C -3.7730 -2.9610 -0.2057
C -4.9300 -3.3763 0.6970
C -5.3208 -2.0635 1.3711
H -5.9090 -2.2169 2.2736
H -5.9106 -1.4565 0.6834
C -3.9824 -1.3771 1.6657
H -4.0611 -0.2979 1.5578
H -3.6641 -1.5847 2.6873
H -5.7508 -3.8243 0.1397
H -4.5865 -4.0946 1.4433
H -4.1656 -2.4583 -1.0863
H -3.1667 -3.8036 -0.5362
H -4.0460 -0.3747 -0.8330
C -3.0134 1.3444 -0.1600
O -3.9854 1.6915 0.4879
N -1.9102 2.0772 -0.3217
H -1.1035 1.6445 -0.7555
C -1.6459 3.2980 0.4130
C -1.0719 4.3695 -0.5342
C 0.4246 4.4906 -0.1996
H 1.0407 4.5409 -1.0959
H 0.6038 5.3954 0.3827
C 0.7428 3.2634 0.6535
H 1.6113 3.4073 1.2927
H 0.9312 2.3940 0.0225
C -0.5404 3.0587 1.4507
H -0.6145 3.8044 2.2426
H -0.6027 2.0677 1.8976
H -1.5841 5.3207 -0.3985
H -1.2219 4.0571 -1.5676
H -2.5925 3.5969 0.8685
H -2.5727 -1.0446 -4.1822
H -3.9501 -1.4164 -3.1514
H -2.3385 -2.0251 -2.7384
```

## Properties
LUMO energy ... 0.02069 hartree
Energy relative to the best compared isomer or geometry (same formula, charge and spin) ... 1.1693 eV
Highest occupied orbital energy ... -8.61 eV
DFT total energy ... -1413.978178 a.u.
Spin multiplicity ... 1
SMILES ... CC[C@H](C(=O)NC1CCCC1)N(C(=O)Cn1nnc(-c2ccc(C)cc2)n1)C1CCCC1
Frontier orbital gap ... 9.2 eV

C7H11ClFN2 | ωB97M-V/def2-TZVPD

Geometry as XYZ:
```
22
C7H11ClFN2 ωB97M-V/def2-TZVPD
C -2.0217 1.9476 0.4905
C -0.7898 1.5731 0.0386
C -1.9863 -0.3293 0.1383
C 1.5035 -0.1520 1.1522
C 1.6265 0.2509 -1.2603
C 0.6301 -1.9363 -0.2967
C 0.8290 -0.4225 -0.1762
N -0.5621 0.2279 -0.1021
N -2.7449 0.7619 0.3318
F 0.2551 2.4284 0.0192
Cl -2.4079 -1.9521 0.0461
H -2.5200 2.8976 0.6170
H 0.7772 -0.3573 1.9684
H 2.2673 -0.8699 1.3294
H 1.7619 0.9611 1.2658
H 0.9412 0.5536 -2.1497
H 2.1711 1.0949 -1.0675
H 2.2362 -0.4072 -1.8419
H -0.1046 -2.3133 0.3363
H 0.2794 -2.1973 -1.3467
H 1.5944 -2.4418 -0.2008
H -3.7355 0.6819 0.7083
```

## Properties
LUMO energy ... -0.14709 hartree
Energy relative to the best compared isomer or geometry (same formula, charge and spin) ... 0.1401 eV
Highest occupied orbital energy ... -13.76 eV
DFT total energy ... -942.590866 a.u.
Spin multiplicity ... 1
SMILES ... CC(C)(C)n1c(F)c[nH+]c1Cl
Frontier orbital gap ... 9.8 eV
Total charge ... +1

C12H16FeN9O2S | ωB97M-V/def2-TZVPD

Geometry as XYZ:
```
41
C12H16FeN9O2S ωB97M-V/def2-TZVPD
Fe 0.1646 0.1370 -0.8621
C -2.2309 1.4060 2.3532
C -1.4967 0.6620 1.2956
N -1.0421 1.1694 0.2034
N -1.2136 2.4981 -0.0940
C -0.5764 2.9916 -1.1733
N -0.7777 4.2509 -1.5127
S 0.4606 1.9903 -2.0811
C -1.2387 -0.7865 1.3939
C -1.7813 -1.6052 2.3635
C -1.5262 -2.9711 2.3018
C -0.7463 -3.4611 1.2722
C -0.2360 -2.5745 0.3335
N -0.4676 -1.2695 0.3985
H -1.9478 2.4562 2.4019
H -3.3097 1.3361 2.1879
H -2.0149 0.9745 3.3282
H -1.8491 3.0474 0.4667
H -1.4243 4.8558 -1.0289
H -0.3108 4.6272 -2.3234
H -2.4099 -1.1959 3.1413
H -1.9494 -3.6386 3.0396
H -0.5414 -4.5175 1.1730
H 0.3400 -2.9292 -0.5103
C 5.0171 0.9664 0.3867
O 3.6225 1.0300 0.7966
C 2.6979 0.4689 0.0952
O 1.5141 0.5068 0.4997
N 2.9782 -0.1485 -1.0718
N 1.8740 -0.7446 -1.7098
H 5.5561 1.5171 1.1477
H 5.1397 1.4529 -0.5797
H 5.3505 -0.0703 0.3775
H 3.9086 -0.3059 -1.4278
H 1.9050 -1.7570 -1.6073
H 1.8890 -0.5356 -2.7057
N -0.8279 -0.7267 -2.1307
C -1.7262 -1.3746 -2.5651
N -2.5850 -2.0657 -3.1173
C -3.6415 -2.6001 -2.4973
N -4.5467 -3.0666 -1.9596
```

## Properties
LUMO energy (spin up / spin down) ... -0.26459 / -0.28624 hartree
Energy relative to the best compared isomer or geometry (same formula, charge and spin) ... 0.0000 eV
Highest occupied orbital energy (spin up / spin down) ... -14.39 / -14.29 eV
DFT total energy ... -2771.512404 a.u.
Spin multiplicity ... 2
Frontier orbital gap (spin up / spin down) ... 7.2 / 6.5 eV
Total charge ... +2

C24H34N2O6 | ωB97M-V/def2-TZVPD

Geometry as XYZ:
```
66
C24H34N2O6 ωB97M-V/def2-TZVPD
C 4.0208 2.8996 0.1409
C 2.6920 2.3701 0.6500
H 2.1950 1.7722 -0.1254
O 2.9412 1.5669 1.7915
C 1.8002 1.0663 2.4082
C 2.2162 0.2875 3.6641
C 0.9669 -0.1142 4.4631
C 1.2673 -0.4252 5.9347
C 1.1161 0.7936 6.8522
O 2.0270 1.8315 6.5859
H 1.8501 2.1783 5.7048
H 0.0830 1.1678 6.7932
H 1.3130 0.4971 7.8856
H 2.2814 -0.8137 6.0331
H 0.5776 -1.1890 6.2967
H 0.2212 0.6854 4.4111
H 0.5236 -0.9904 3.9847
C 3.0356 -0.9505 3.2579
C 2.5084 -1.5271 1.9825
C 1.5736 -0.9480 1.2316
O 1.0215 0.2825 1.5327
C 1.1445 -1.5989 -0.0472
O 1.9474 -2.2893 -0.6577
N -0.1232 -1.4394 -0.4839
C -1.1995 -0.6987 0.1235
H -2.0690 -1.3628 0.1974
C -1.5661 0.4890 -0.7690
N -1.9618 -0.0027 -2.0746
C -2.4538 1.0503 -2.9463
C -3.1288 0.4680 -4.1596
C -2.8126 0.9012 -5.4362
C -3.4370 0.3796 -6.5684
C -4.3817 -0.5947 -6.3664
C -4.7017 -1.0421 -5.0825
C -4.0939 -0.5267 -3.9673
H -4.3333 -0.8740 -2.9772
O -5.6668 -2.0115 -5.1681
C -5.9462 -2.1597 -6.5433
O -5.1385 -1.2726 -7.2863
H -5.7365 -3.1964 -6.8528
H -7.0089 -1.9348 -6.7302
H -3.1895 0.7211 -7.5592
H -2.0625 1.6668 -5.5656
H -1.6472 1.7375 -3.2580
H -3.1881 1.6315 -2.3783
C -0.8704 -0.7418 -2.6851
C -0.4890 -1.9249 -1.7982
H -1.3434 -2.6024 -1.7047
H 0.3646 -2.4630 -2.2120
H 0.0171 -0.0992 -2.8321
H -1.2006 -1.1038 -3.6606
H -0.7006 1.1739 -0.8272
H -2.4063 1.0303 -0.3277
H -0.9232 -0.3545 1.1160
H 2.9164 -2.4670 1.6482
C 4.5302 -0.6425 3.1257
H 5.0677 -1.5345 2.8132
H 4.6835 0.1391 2.3885
H 4.9307 -0.3088 4.0806
H 2.9211 -1.7109 4.0407
H 2.8500 0.9511 4.2568
H 1.1188 1.9012 2.6706
H 2.0204 3.1974 0.9300
H 4.5140 3.4743 0.9200
H 4.6642 2.0703 -0.1392
H 3.8578 3.5344 -0.7254
```

## Properties
LUMO energy ... 0.02234 hartree
Energy relative to the best compared isomer or geometry (same formula, charge and spin) ... 2.1144 eV
Highest occupied orbital energy ... -8.14 eV
DFT total energy ... -1495.845900 a.u.
Spin multiplicity ... 1
SMILES ... CCO[C@H]1OC(C(=O)N2CCN(Cc3ccc4c(c3)OCO4)CC2)=C[C@@H](C)[C@@H]1CCCO
Frontier orbital gap ... 8.7 eV

C40H39ClIN3O2RuSSiTe | ωB97M-V/def2-TZVPD

Geometry as XYZ:
```
90
C40H39ClIN3O2RuSSiTe ωB97M-V/def2-TZVPD
Ru -0.3036 -0.3435 -1.5875
C -1.2731 3.4213 -7.4059
Si -1.1856 1.7692 -6.4905
C 0.2628 0.7675 -7.1515
C -2.8142 0.8441 -6.6785
C -0.8754 2.1767 -4.6643
C -0.5738 3.4674 -4.2429
C -0.3095 3.7530 -2.9051
C -0.3421 2.7209 -1.9920
N -0.6294 1.4739 -2.3676
C -0.8831 1.1934 -3.6654
S -1.1138 -0.5178 -3.8520
H -1.5182 3.2547 -8.4572
H -0.3174 3.9491 -7.3766
H -2.0397 4.0795 -6.9913
H 0.1299 0.5536 -8.2149
H 0.3451 -0.1835 -6.6230
H 1.2062 1.3031 -7.0318
H -3.0666 0.7060 -7.7323
H -3.6353 1.3837 -6.2027
H -2.7434 -0.1396 -6.2149
H -0.5360 4.2658 -4.9752
H -0.0665 4.7567 -2.5860
H -0.1403 2.8699 -0.9379
Cl -5.1916 -4.8149 -0.1115
C -3.6595 -4.0377 -0.3304
C -2.5324 -4.8199 -0.4340
C -1.2856 -4.2372 -0.6585
I 0.4073 -5.4104 -1.0006
C -1.1397 -2.8548 -0.7780
O 0.0093 -2.2727 -0.9940
C -2.3115 -2.0605 -0.6463
N -2.1183 -0.7117 -0.7603
C -3.1898 0.0755 -0.7448
C -4.4748 -0.4106 -0.5768
C -4.6934 -1.7641 -0.4169
C -3.5926 -2.6312 -0.4475
H -2.6274 -5.8940 -0.3564
H -2.9826 1.1307 -0.8593
H -5.3103 0.2753 -0.5773
H -5.6911 -2.1580 -0.2882
C -1.5332 3.3859 5.6420
C -1.0244 2.3652 4.6598
C -1.7304 1.2016 4.3976
C -1.2518 0.2393 3.5169
C -2.0566 -1.0168 3.3021
C -0.0196 0.4487 2.8821
Te 0.7096 -1.1754 1.6934
N 0.9605 0.2132 -0.0733
C 1.9933 0.1893 -0.9150
O 1.6981 0.0711 -2.1431
C 3.4234 0.4040 -0.5432
C 4.0692 1.4941 -1.1197
C 5.3795 1.7864 -0.7767
C 6.0583 0.9764 0.1227
C 5.4302 -0.1334 0.6690
C 4.1134 -0.4178 0.3404
C 1.5197 -1.9923 3.5683
C 2.2388 -1.1924 4.4473
C 2.7323 -1.7125 5.6334
C 2.5100 -3.0454 5.9400
C 1.8039 -3.8490 5.0571
C 1.3129 -3.3478 3.8557
C 0.5759 -4.2457 2.8981
C 0.7090 1.6221 3.1261
C 2.0457 1.9193 2.5047
C 0.1824 2.5632 4.0058
H -2.4876 3.0796 6.0673
H -1.6616 4.3570 5.1617
H -0.8186 3.5133 6.4568
H -2.6786 1.0329 4.8966
H -3.0666 -0.9036 3.6949
H -1.5852 -1.8598 3.8165
H -2.1246 -1.2657 2.2416
H 3.5286 2.1059 -1.8309
H 5.8713 2.6453 -1.2147
H 7.0819 1.2054 0.3904
H 5.9679 -0.7763 1.3539
H 3.6256 -1.2906 0.7557
H 2.4026 -0.1472 4.2141
H 3.2902 -1.0793 6.3115
H 2.8917 -3.4633 6.8629
H 1.6340 -4.8919 5.2996
H 0.5101 -5.2631 3.2808
H 1.0971 -4.2762 1.9405
H -0.4363 -3.8791 2.7129
H 2.5149 1.0179 2.1344
H 2.7146 2.3839 3.2309
H 1.9367 2.6054 1.6623
H 0.7490 3.4693 4.1969
```

## Properties
LUMO energy (spin up / spin down) ... -0.07359 / -0.07225 hartree
Energy relative to the best compared isomer or geometry (same formula, charge and spin) ... 1.0788 eV
Highest occupied orbital energy (spin up / spin down) ... -6.95 / -7.06 eV
DFT total energy ... -3670.907271 a.u.
Spin multiplicity ... 1
Frontier orbital gap (spin up / spin down) ... 4.9 / 5.1 eV